1.
DFT (ωB97M-V with the def2-TZVPD basis set) results for C25H16BrF6MgN3O2PS4 as an isolated structure.

**HOMO level (alpha / beta)**: -1.180 / -1.061 eV
**Largest force on an atom**: 4.39 eV/A
**Gap between HOMO and LUMO (alpha / beta)**: 4.6 / 4.5 eV
**⟨S²⟩**: 0.76
**Electronic energy**: -179184.8332 eV

Structure (ORCA input):
```
! RIJCOSX wB97M-V def2-TZVPD def2/J DEFGRID3
* xyz -2 2
Br 0.1084 7.1416 -4.8646
S -1.1204 -6.3813 -2.3908
S -0.6760 -5.0244 0.6117
S 0.1545 -6.2571 -0.6716
S -2.1856 -4.8149 -2.5122
P 1.8077 -2.3467 -2.6835
Mg 0.8694 -0.4862 -0.4918
F 3.0412 -2.1605 -3.6496
F 0.5485 -2.4297 -1.4660
F 1.1223 -3.5526 -3.5561
F 2.5099 -1.2639 -1.5043
F 0.9756 -1.1163 -3.3606
F 2.6521 -3.5812 -1.8929
O -1.6122 1.4672 -1.6053
O 0.5742 0.9800 -1.8503
N -1.3409 -0.9796 0.2081
N 1.8949 -1.5839 1.2193
N 0.3079 0.5662 1.3130
C -1.5195 2.0036 2.1758
C 2.5785 -0.4217 4.6761
C 0.8762 3.3130 -3.5010
C -2.8777 2.1439 2.3542
C -4.1358 -0.8579 0.5242
C -3.7624 1.2563 1.8496
C 1.7197 0.6416 4.7249
C -1.9028 0.0285 0.8831
C 2.6800 -1.2547 3.4701
C 3.4144 -2.4177 3.4101
C -3.2877 0.1473 1.0715
C 0.9748 1.0684 3.6263
C -1.1412 5.2148 -3.2996
C 2.6608 -2.6963 1.1271
C -1.0091 0.9584 1.4881
C -0.4575 1.7327 -2.0072
C 1.0577 4.5829 -4.0814
C -0.2520 3.0622 -2.7554
C 1.0629 0.3447 2.4202
C -0.0062 5.4936 -4.0300
C 1.9276 -0.8527 2.3337
C -2.1764 -1.7943 -0.4352
C -3.5700 -1.8051 -0.2860
C 3.4044 -3.1502 2.2236
C -1.2862 4.0565 -2.6659
H 1.5697 2.5392 -3.6719
H 1.8860 4.8884 -4.7174
H -5.2069 -0.7981 0.7558
H 1.7353 1.2058 5.6364
H -0.8570 2.8251 2.5638
H 3.8684 -2.8114 4.3000
H 2.8270 -3.1459 0.1090
H 3.0678 -0.7793 5.5387
H -1.8778 6.0586 -3.2289
H -1.6748 -2.5378 -1.0920
H -3.1888 3.0724 2.8034
H 3.8787 -4.1175 2.0651
H -4.1697 -2.5640 -0.7601
H 0.3922 1.9901 3.5228
H -4.8252 1.4548 1.9493
H -2.0286 3.7451 -1.9230
*
```

=====

2.
DFT (ωB97M-V with the def2-TZVPD basis set) results for C25H16BrIIrN5O2S as an isolated structure.

**HOMO level (alpha / beta)**: -10.913 / -10.931 eV
**Largest force on an atom**: 3.52 eV/A
**Gap between HOMO and LUMO (alpha / beta)**: 6.3 / 5.1 eV
**⟨S²⟩**: 0.89
**Electronic energy**: -129541.4626 eV

Structure (ORCA input):
```
! RIJCOSX wB97M-V def2-TZVPD def2/J DEFGRID3
* xyz 1 2
Ir -1.0955 0.4579 -0.1078
I 1.7661 -0.0376 -1.7433
Br 3.0492 2.5604 0.2223
S 0.2178 4.9160 -0.0169
O 1.1126 -2.7114 1.3409
O -4.3209 -0.7360 -2.5487
N -0.5252 -1.4999 0.2125
N -0.5372 2.2900 -0.4788
N -2.3855 -0.7624 -1.2551
N -3.0660 1.5102 -0.2192
N -0.0325 0.5639 1.7458
C -3.2720 2.7167 0.3167
C -0.2174 3.4071 -0.2817
C 3.5445 -0.1399 -0.6461
C 0.8223 -0.4508 1.8903
C -2.6837 -2.9961 -2.2911
C -1.1448 -4.6939 -1.4966
C 4.2737 -1.3193 -0.7069
C 1.2798 1.8512 3.2547
C 0.1873 1.6960 2.4234
C -0.9792 -2.4778 -0.5987
C 1.9332 -0.3777 2.6990
C -2.2391 -4.2824 -2.3089
C -3.5453 -0.2060 -1.8011
C -3.7699 1.1610 -1.2942
C 5.2359 0.8482 0.7430
C 2.1772 0.8040 3.3843
C 0.5105 -1.6925 1.1365
C 5.9793 -0.3200 0.6581
C -4.1811 3.6117 -0.2136
C -2.0572 -2.0601 -1.4290
C -4.8855 3.2558 -1.3518
C -0.5144 -3.8156 -0.6693
C 5.4968 -1.4044 -0.0600
C -4.6861 1.9952 -1.8940
C 4.0170 0.9453 0.0842
H -2.7119 -4.9981 -2.9686
H -0.5367 2.4889 2.2972
H -5.5762 3.9505 -1.8109
H 3.8887 -2.1647 -1.2626
H -5.2208 1.6460 -2.7665
H 6.9423 -0.3760 1.1495
H 1.4227 2.7832 3.7838
H 0.3116 -4.1270 -0.0563
H -0.7960 -5.7168 -1.5486
H 3.0560 0.9062 4.0076
H -3.4908 -2.6787 -2.9254
H -4.3214 4.5742 0.2579
H 6.0757 -2.3162 -0.1283
H 5.5983 1.6955 1.3102
H 2.5843 -1.2387 2.7688
H -2.6908 2.9647 1.1936
*
```

=====

3.
DFT (ωB97M-V with the def2-TZVPD basis set) results for C25H16F10N3O2RuSTe2 as an isolated structure.

**HOMO level (alpha / beta)**: -8.905 / -8.945 eV
**Largest force on an atom**: 2.31 eV/A
**Gap between HOMO and LUMO (alpha / beta)**: 7.3 / 7.3 eV
**⟨S²⟩**: 0.76
**Electronic energy**: -89930.7343 eV

Structure (ORCA input):
```
! RIJCOSX wB97M-V def2-TZVPD def2/J DEFGRID3
* xyz 0 2
Te -0.0534 -3.0852 -0.6146
Te 2.2784 2.9756 1.2356
Ru 0.4851 0.3246 0.2081
S -0.0888 1.8032 4.4576
F 2.8087 2.3029 -0.5415
F 1.5460 4.3582 2.4625
F 0.3543 -4.0451 0.9257
F -1.3925 -4.4577 -0.8403
F -0.9147 -1.9225 0.8079
F 1.2827 -4.2014 -1.4095
F 2.5874 4.5427 0.2516
F 1.4628 -1.8653 0.0399
F 2.2027 0.4221 1.0470
F 4.1241 3.0544 1.7390
O -1.2229 2.4594 2.2426
O -0.7811 0.5622 -2.6320
N 1.2668 0.0963 -1.7821
N -0.0713 0.4159 2.2558
N -1.7714 0.2245 -0.6210
C -3.6366 -1.2503 -0.4620
C 0.6082 -0.3626 3.2346
C 0.4665 -1.1427 -3.6944
C -2.2694 3.7268 -0.9574
C 1.7389 -1.7010 -3.8369
C 2.7592 -1.3076 -2.9855
C 0.6834 0.2455 4.4877
C 2.4813 -0.4516 -1.9312
C 1.8502 -1.6093 5.3884
C -3.4205 -1.7076 -1.7537
C -1.1458 2.7329 0.8904
C 1.1525 -1.6297 3.0657
C -0.7477 -1.6196 -4.3714
C -1.6853 -0.1443 -1.8882
C -2.7658 -0.3253 0.0885
C 1.3025 -0.3563 5.5750
C -0.4632 1.5277 2.8134
C 1.7663 -2.2357 4.1442
C -0.0161 2.9545 -1.1996
C -1.9875 -1.6379 -3.8489
C -2.3883 -1.1613 -2.5171
C 0.3647 -0.1724 -2.7162
C -1.1350 3.5553 -1.7413
C -2.2800 3.3253 0.3661
C 0.0166 2.5286 0.1421
H 1.0998 -2.1327 2.1194
H -3.1546 4.1876 -1.3772
H -4.0266 -2.5095 -2.1561
H -0.6032 -2.1006 -5.3317
H 1.3512 0.1433 6.5330
H -3.1449 3.4722 0.9997
H 1.9171 -2.4609 -4.5874
H -4.4283 -1.6645 0.1445
H 3.7490 -1.7290 -3.0763
H 0.8912 2.8480 -1.7801
H 3.2018 -0.2023 -1.1652
H -2.7627 -2.1326 -4.4221
H 2.1901 -3.2223 4.0131
H 2.3450 -2.1061 6.2119
H -2.8461 -0.0181 1.1225
H -1.1305 3.8811 -2.7728
*
```

=====

4.
DFT (ωB97M-V with the def2-TZVPD basis set) results for C25H16F6N4O10S3Ti as an isolated structure.

**HOMO level (alpha / beta)**: -0.169 / -2.612 eV
**Largest force on an atom**: 0.70 eV/A
**Gap between HOMO and LUMO (alpha / beta)**: 4.3 / 6.7 eV
**⟨S²⟩**: 2.03
**Electronic energy**: -124551.3548 eV

Structure (ORCA input):
```
! RIJCOSX wB97M-V def2-TZVPD def2/J DEFGRID3
* xyz -2 3
Ti -0.6982 -0.1692 -0.5440
S -1.6311 1.8855 0.3184
S -3.5490 1.7652 -3.0144
S -1.1925 0.8186 -4.1146
F -6.1519 1.5250 -3.2450
F -2.5773 -1.4313 -3.8994
F -5.2187 2.4063 -4.9803
F -2.3092 -0.7311 -5.9296
F -0.6565 -1.6458 -4.8747
F -5.0379 0.2820 -4.6194
O -3.1064 -3.5456 -0.7483
O -3.6965 3.0996 -2.5332
O -0.6889 0.5582 -2.7845
O -0.2502 1.2440 -5.1008
O 2.9594 4.7389 3.7689
O 1.1842 0.4325 -0.5759
O -2.1668 -1.5602 -0.2724
O -3.5165 0.6614 -2.1037
O 1.8474 4.7682 1.8298
O 2.7840 -1.0811 -0.2476
N -0.0849 -2.0590 -1.6971
N -0.2463 -0.4411 1.7148
N -2.4897 1.6770 -4.1927
N 2.5856 4.1724 2.6809
C -0.8454 1.8877 1.8830
C 1.2364 -3.3738 -3.1647
C 3.7286 2.1768 3.4222
C 0.7443 -1.5702 3.5689
C 0.7750 -0.4212 4.3008
C -1.7202 -0.8455 -4.7335
C -5.0705 1.4806 -4.0298
C -1.0328 -2.9976 -1.7225
C 2.4171 2.1250 1.3723
C 0.3267 -2.7920 1.4253
C 0.2368 -4.3363 -3.2172
C 2.9129 2.8375 2.4820
C 0.2552 -1.5443 2.2507
C -2.2278 -2.7051 -0.8549
C -0.1533 3.1275 3.8616
C 3.5839 0.1425 2.1323
C -0.7478 3.0657 2.5940
C 0.3259 1.9927 4.4532
C 0.2620 0.7679 3.7600
C -0.2917 0.7104 2.4533
C 4.0499 0.8445 3.2375
C 2.7558 0.7912 1.2061
C 2.2372 -0.0249 0.0562
C 1.0351 -2.2391 -2.4024
C -0.9227 -4.1450 -2.4901
H -1.1005 3.9771 2.1325
H 0.9132 -3.5505 1.9433
H -0.0303 4.0916 4.3374
H 0.3659 -5.2243 -3.8242
H 0.8139 -2.5844 0.4756
H 2.1555 -3.4909 -3.7218
H -0.6729 -3.1894 1.2409
H 1.1497 -2.4958 3.9554
H 3.8288 -0.8987 1.9731
H 1.7808 2.6329 0.6614
H 0.8170 2.0225 5.4184
H 1.2085 -0.3979 5.2945
H -1.7403 -4.8512 -2.4846
H 1.7756 -1.4574 -2.3114
H 4.6841 0.3456 3.9632
H 4.0881 2.7453 4.2667
*
```

=====

5.
DFT (ωB97M-V with the def2-TZVPD basis set) results for C25H17Br2CoN4O as an isolated structure.

**HOMO level (alpha / beta)**: -9.672 / -9.641 eV
**Largest force on an atom**: 2.45 eV/A
**Gap between HOMO and LUMO (alpha / beta)**: 6.1 / 5.8 eV
**⟨S²⟩**: 0.76
**Electronic energy**: -211918.1105 eV

Structure (ORCA input):
```
! RIJCOSX wB97M-V def2-TZVPD def2/J DEFGRID3
* xyz 1 2
Br -0.6770 5.8882 2.7447
Br -2.7142 0.8510 3.9040
Co 0.0795 -0.3578 -0.2170
O -1.0332 0.0121 1.3909
N -0.1436 -2.1949 -0.4941
N 0.4585 1.6240 -0.1038
N -1.4092 -0.2852 -1.5632
N 1.7085 -1.0130 0.7577
C 1.3645 3.7189 -0.6653
C 0.7430 4.3130 0.3511
C -1.4851 -3.9482 -1.2829
C 1.2079 2.3132 -0.8926
C 3.6222 -2.1837 2.3392
C -3.6802 -0.4703 -3.0950
C -3.0816 -1.6066 -2.5608
C -1.6464 1.8725 2.7906
C -0.0774 3.5642 1.2171
C 1.9056 1.6216 -2.0414
C 2.6309 -0.2583 1.3964
C -0.9989 1.2795 1.7389
C 1.7239 -2.3296 0.9242
C -0.7826 4.0749 2.3198
C 0.6368 -3.0411 0.1727
C -1.9496 -1.4709 -1.8105
C -1.1973 -2.6128 -1.1927
C -0.1905 2.2006 0.9443
C -1.5348 3.2657 3.0754
C -3.1399 0.7651 -2.8304
C -2.0075 0.8272 -2.0554
C 3.6084 -0.8153 2.1911
C 0.4031 -4.3888 0.1224
C -0.6593 -4.8476 -0.6355
C 2.6550 -2.9476 1.7087
H -2.3381 -4.3056 -1.8686
H -0.8493 -5.9119 -0.7144
H 4.3921 -2.6673 2.9537
H -1.5313 1.7687 -1.8090
H 2.0064 4.2864 -1.3476
H -3.5745 1.6873 -3.2276
H 4.3482 -0.1717 2.6672
H -4.5745 -0.5624 -3.7186
H 2.5103 2.3254 -2.6271
H 1.0485 -5.0961 0.6519
H 2.6346 -4.0380 1.8242
H -3.4993 -2.5989 -2.7416
H 2.5610 0.8101 1.2363
H 1.1700 1.1481 -2.7046
H 2.5565 0.8213 -1.6657
H 0.8701 5.3951 0.5179
H -2.0700 3.6895 3.9247
*
```

=====

- largest force on an atom of number 5 (C25H17Br2CoN4O)?
  2.45 eV/A